No. 1
The following is a quantum chemistry calculation of a molecular structure, C19H43CeO2P3S in a non-equilibrium geometry, from the OMol25 dataset.

Structure (ORCA input):
```
! wB97M-V def2-TZVPD RIJCOSX def2/J DEFGRID3
* xyz 3 2
Ce 0.45 0.27 -0.06
P -0.93 0.64 2.32
P -0.71 -2.48 0.28
P -2.21 0.56 -1.30
H 4.39 6.59 -5.45
C 3.42 7.11 -5.35
C 3.20 8.00 -4.37
H 3.98 8.24 -3.64
C 0.35 0.97 3.59
C -2.11 -0.35 3.27
C -1.73 2.29 2.28
C -0.32 -3.45 -1.23
C 0.30 -3.42 1.51
C -2.41 -3.07 0.66
C -2.39 2.32 -1.81
C -3.91 0.24 -0.69
C -2.21 -0.27 -2.94
H 2.67 6.91 -6.12
H 2.26 8.56 -4.30
H 1.14 1.63 3.20
H 0.82 0.03 3.91
H -0.14 1.46 4.45
H -1.69 -1.34 3.48
H -3.04 -0.49 2.71
H -2.32 0.16 4.22
H -1.00 3.05 1.94
H -2.07 2.53 3.30
H -2.58 2.29 1.59
H -0.50 -4.52 -1.06
H 0.73 -3.29 -1.50
H -0.95 -3.10 -2.07
H -0.01 -4.47 1.53
H 0.18 -2.98 2.51
H 1.37 -3.35 1.22
H -2.71 -3.84 -0.07
H -3.11 -2.23 0.60
H -2.45 -3.50 1.68
H -3.43 2.47 -2.14
H -1.70 2.56 -2.63
H -2.17 2.98 -0.96
H -4.60 0.94 -1.17
H -3.94 0.39 0.40
H -4.22 -0.79 -0.91
H -2.92 0.24 -3.61
H -2.49 -1.33 -2.84
H -1.21 -0.21 -3.38
C 1.20 3.09 -1.53
C 1.68 2.40 -2.68
C 1.94 3.11 -3.84
C 1.80 4.50 -3.86
C 1.32 5.18 -2.73
C 1.03 4.49 -1.56
O 0.83 2.41 -0.45
H 1.02 -0.52 -1.59
H 1.81 1.31 -2.63
H 2.27 2.55 -4.73
H 2.10 5.06 -4.75
H 1.20 6.26 -2.77
H 0.64 4.98 -0.67
C 4.49 -0.09 -0.23
S 3.54 0.43 1.21
C 4.38 -0.37 2.60
O 2.26 -0.49 1.04
H 4.46 -1.18 -0.37
H 5.52 0.26 -0.10
H 4.05 0.41 -1.10
H 5.29 0.22 2.76
H 3.76 -0.28 3.50
H 4.64 -1.42 2.43
*
```

Relative energy (zero: lowest compared OMol25 entry of this formula, charge and spin): 3.2942 eV
HOMO level (spin up / spin down): -15.8 / -15.6 eV
Total energy: -76097.388 eV
Gap between HOMO and LUMO (spin up / spin down): 7.028 / 2.492 eV
E_LUMO (spin up / spin down): -8.8123 / -13.1453 eV

Atomic charges from the Mulliken analysis, expressed in e, are listed below:
1. Ce -0.1681
2. P 1.0895
3. P 1.0551
4. P 1.0556
5. H 0.3307
6. C -0.2191
7. C -0.1655
8. H 0.2986
9. C -1.2858
10. C -1.1770
11. C -1.2107
12. C -1.3481
13. C -1.2949
14. C -1.1060
15. C -1.3947
16. C -1.3603
17. C -1.2841
18. H 0.3536
19. H 0.3145
20. H 0.3268
21. H 0.2974
22. H 0.5080
23. H 0.3336
24. H 0.3307
25. H 0.4911
26. H 0.3414
27. H 0.4791
28. H 0.3013
29. H 0.4718
30. H 0.3518
31. H 0.3041
32. H 0.4657
33. H 0.3352
34. H 0.3374
35. H 0.4151
36. H 0.1127
37. H 0.4493
38. H 0.5596
39. H 0.3349
40. H 0.2912
41. H 0.4733
42. H 0.2904
43. H 0.4268
44. H 0.4453
45. H 0.3551
46. H 0.3292
47. C 0.2891
48. C 0.1994
49. C -1.1993
50. C -0.1901
51. C -0.1819
52. C -0.5365
53. O -0.3223
54. H -0.0221
55. H 0.3911
56. H 0.3920
57. H 0.2526
58. H 0.3823
59. H 0.4437
60. C -0.8555
61. S 0.5533
62. C -1.0196
63. O -0.3848
64. H 0.3176
65. H 0.4827
66. H 0.2154
67. H 0.4603
68. H 0.3472
69. H 0.3438

---

No. 2
The following is a quantum chemistry calculation of a molecular structure, C19H43CoOP3S in a non-equilibrium geometry, from the OMol25 dataset.

Structure (ORCA input):
```
! wB97M-V def2-TZVPD RIJCOSX def2/J DEFGRID3
* xyz 3 5
Co 0.10 -0.63 0.50
P 1.51 0.99 0.89
P -1.79 1.13 -0.35
P 0.54 -0.90 -1.67
H -0.63 -3.04 1.97
C -0.08 -2.51 1.19
C 1.04 -1.70 1.65
H 0.89 -1.29 2.67
C 1.82 1.10 2.71
C 1.25 2.76 0.48
C 3.20 0.78 0.21
C -3.20 0.23 -1.09
C -2.56 1.91 1.13
C -1.59 2.58 -1.45
C 2.15 -1.51 -2.30
C 0.30 0.38 -2.96
C -0.62 -2.21 -2.22
H -0.04 -3.05 0.22
H 2.07 -2.04 1.50
H 2.23 0.15 3.08
H 0.86 1.29 3.21
H 2.52 1.91 2.94
H 0.28 3.11 0.85
H 1.31 2.92 -0.60
H 2.05 3.35 0.96
H 3.68 -0.11 0.62
H 3.82 1.65 0.45
H 3.15 0.67 -0.88
H -3.66 0.89 -1.83
H -3.95 -0.03 -0.34
H -2.89 -0.69 -1.59
H -3.06 2.83 0.80
H -1.79 2.17 1.87
H -3.29 1.25 1.60
H -2.06 2.38 -2.41
H -0.54 2.81 -1.61
H -2.07 3.44 -0.99
H 2.44 -0.97 -3.20
H 2.05 -2.57 -2.54
H 2.94 -1.39 -1.55
H 0.68 -0.02 -3.91
H 0.88 1.27 -2.73
H -0.74 0.66 -3.11
H -0.08 -2.84 -2.95
H -1.50 -1.77 -2.71
H -0.97 -2.85 -1.40
C 5.16 -3.73 0.97
C 4.07 -3.08 0.12
C 3.20 -4.06 -0.58
C 3.70 -5.27 -0.96
C 4.96 -5.73 -0.45
C 5.62 -5.04 0.54
O 5.60 -3.04 1.89
H 4.70 -2.41 -0.49
H 3.49 -2.35 0.71
H 2.18 -3.74 -0.82
H 3.13 -5.91 -1.64
H 5.37 -6.66 -0.85
H 6.51 -5.45 1.02
C -3.11 -2.27 1.17
S -1.90 -0.91 1.56
C -1.93 -0.66 3.39
H -4.14 -1.87 1.30
H -2.98 -2.60 0.13
H -2.93 -3.10 1.86
H -2.47 0.28 3.60
H -2.43 -1.52 3.87
H -0.89 -0.58 3.74
*
```

Relative energy (zero: lowest compared OMol25 entry of this formula, charge and spin): 0.0000 eV
HOMO level (spin up / spin down): -15.9 / -16.9 eV
Total energy: -98744.765 eV
Gap between HOMO and LUMO (spin up / spin down): 5.640 / 4.328 eV
E_LUMO (spin up / spin down): -10.2826 / -12.5740 eV

Atomic charges from the Mulliken analysis, expressed in e, are listed below:
1. Co 0.6698
2. P 0.5881
3. P 1.0278
4. P 0.7329
5. H 0.7347
6. C -1.8627
7. C 0.0266
8. H 0.6117
9. C -1.3505
10. C -1.3486
11. C -1.1481
12. C -1.2686
13. C -1.5168
14. C -1.5484
15. C -1.0125
16. C -1.4020
17. C -1.5177
18. H 0.2970
19. H 0.2566
20. H 0.4147
21. H 0.3239
22. H 0.4854
23. H 0.3485
24. H 0.3747
25. H 0.5563
26. H 0.2179
27. H 0.5445
28. H 0.3486
29. H 0.5090
30. H 0.3942
31. H 0.1967
32. H 0.6100
33. H 0.2992
34. H 0.4877
35. H 0.5372
36. H 0.2378
37. H 0.4572
38. H 0.5071
39. H 0.5997
40. H -0.1486
41. H 0.5946
42. H 0.3573
43. H 0.3351
44. H 0.4988
45. H 0.3876
46. H 0.3106
47. C 0.0425
48. C 0.8600
49. C 0.0381
50. C -0.6199
51. C -0.2874
52. C -0.4684
53. O -0.4047
54. H 0.4213
55. H -0.7769
56. H 0.5126
57. H 0.4705
58. H 0.4617
59. H 0.4867
60. C -1.2818
61. S 0.3978
62. C -0.9920
63. H 0.4171
64. H 0.3036
65. H 0.5560
66. H 0.3629
67. H 0.4468
68. H 0.2983

---

No. 3
The following is a quantum chemistry calculation of a molecular structure, C19H43CrO21S3 in a non-equilibrium geometry, from the OMol25 dataset.

Structure (ORCA input):
```
! wB97M-V def2-TZVPD RIJCOSX def2/J DEFGRID3
* xyz 1 5
Cr -1.02 -3.05 -0.84
O 0.12 0.76 -0.29
C -0.28 -0.49 -0.57
O 0.50 -1.43 -0.39
O -1.41 -0.79 -0.98
H 0.99 0.65 0.10
O -0.46 5.76 -4.50
S -1.22 5.38 -3.29
O -2.61 4.98 -3.38
O -0.32 4.22 -2.49
C -0.12 2.96 -3.11
C 0.76 2.95 -4.34
C -1.14 6.77 -2.09
H -1.11 2.54 -3.30
H 0.38 2.38 -2.33
H 1.02 1.96 -4.73
H 1.68 3.49 -4.13
H 0.27 3.39 -5.21
H -0.37 6.51 -1.37
H -2.13 6.86 -1.64
H -0.96 7.71 -2.61
O -4.90 1.45 -0.28
S -4.39 2.60 0.45
O -5.26 3.74 0.70
O -3.65 2.12 1.89
C -2.74 0.99 1.91
C -2.47 0.47 3.35
C -2.86 3.10 -0.48
H -1.79 1.27 1.43
H -3.04 0.18 1.25
H -1.68 -0.28 3.33
H -3.29 -0.14 3.73
H -2.22 1.28 4.04
H -2.18 3.69 0.14
H -2.95 3.70 -1.39
H -2.24 2.23 -0.70
O 2.72 -5.83 0.31
S 2.14 -4.49 0.35
O 0.76 -4.24 -0.06
O 2.37 -3.75 1.82
C 3.58 -3.98 2.52
C 3.61 -5.28 3.29
C 3.17 -3.36 -0.68
H 3.64 -3.13 3.20
H 4.40 -3.86 1.82
H 4.53 -5.30 3.86
H 3.51 -6.19 2.70
H 2.78 -5.37 4.00
H 2.83 -3.45 -1.71
H 4.22 -3.64 -0.56
H 3.12 -2.38 -0.20
C 0.64 -1.86 7.67
O 0.59 -1.21 6.42
C 1.29 -1.66 5.36
O 1.92 -2.68 5.30
O 1.14 -0.70 4.38
C 1.84 -0.77 3.16
H 0.43 -2.93 7.54
H -0.13 -1.50 8.34
H 1.61 -1.89 8.16
H 1.71 -1.75 2.69
H 2.90 -0.54 3.27
H 1.49 -0.06 2.41
C 4.18 3.15 0.77
O 4.31 2.49 -0.51
C 3.64 1.39 -0.77
O 2.92 0.77 0.03
O 3.77 1.18 -2.08
C 2.96 0.14 -2.64
H 3.24 3.69 0.74
H 4.94 3.86 1.10
H 4.02 2.44 1.58
H 1.88 0.31 -2.66
H 3.10 -0.80 -2.11
H 3.20 0.06 -3.70
C -4.80 -0.92 -2.21
O -4.55 -1.77 -3.27
C -3.63 -2.76 -3.07
O -2.97 -2.90 -2.03
O -3.52 -3.57 -4.18
C -4.31 -3.33 -5.33
H -5.54 -0.21 -2.57
H -3.93 -0.27 -2.15
H -5.12 -1.35 -1.26
H -5.35 -3.52 -5.10
H -3.96 -3.92 -6.18
H -4.19 -2.28 -5.63
*
```

HOMO level (spin up / spin down): -12.8 / -12.8 eV
Total energy: -124316.306 eV
Gap between HOMO and LUMO (spin up / spin down): 7.902 / 8.679 eV
E_LUMO (spin up / spin down): -4.8521 / -4.0756 eV

Atomic charges from the Mulliken analysis, expressed in e, are listed below:
1. Cr 1.0498
2. O -0.3252
3. C 1.6963
4. O -0.6637
5. O -1.0725
6. H 0.0878
7. O -0.6072
8. S 1.2159
9. O -0.6435
10. O -0.1804
11. C 0.1170
12. C -1.3272
13. C -0.9554
14. H 0.3582
15. H -0.0734
16. H 0.4101
17. H 0.3321
18. H 0.4229
19. H 0.2692
20. H 0.3492
21. H 0.3960
22. O -0.5524
23. S 1.0814
24. O -0.5927
25. O -0.4015
26. C 0.5334
27. C -1.1948
28. C -0.8219
29. H -0.0604
30. H 0.1622
31. H 0.2401
32. H 0.3649
33. H 0.3332
34. H 0.4387
35. H 0.4469
36. H -0.0041
37. O -0.5592
38. S 1.0497
39. O -0.5027
40. O -0.2392
41. C -0.1343
42. C -1.3383
43. C -0.9334
44. H 0.3071
45. H 0.3256
46. H 0.3963
47. H 0.3649
48. H 0.3247
49. H 0.4722
50. H 0.4698
51. H 0.0797
52. C -0.6831
53. O -0.3155
54. C 0.7236
55. O -0.5556
56. O -0.2517
57. C -0.1546
58. H 0.3150
59. H 0.2550
60. H 0.3000
61. H -0.0443
62. H 0.3891
63. H 0.0528
64. C -0.6132
65. O -0.3528
66. C 0.8247
67. O -0.6302
68. O -0.3539
69. C 0.0688
70. H 0.2665
71. H 0.2990
72. H 0.2235
73. H -0.0517
74. H -0.1150
75. H 0.3579
76. C -0.5398
77. O -0.3484
78. C 0.7675
79. O -0.4579
80. O -0.3026
81. C -0.5899
82. H 0.3565
83. H 0.1201
84. H 0.3021
85. H 0.2850
86. H 0.2510
87. H 0.2899

---

- Number 1 is which compound?
  C19H43CeO2P3S

---

- total energy of number 2 (C19H43CoOP3S)?
  -98744.765 eV

---

- Look up the total energy of the first one.
  -76097.388 eV